Entry 1:
{"formula": "C21H19N3O5S2", "method": "ωB97M-V/def2-TZVPD", "elements": ["N", "S", "O", "O", "C", "C", "C", "C", "C", "C", "H", "H", "N", "C", "O", "C", "C", "C", "C", "C", "C", "H", "C", "H", "H", "C", "N", "S", "O", "O", "C", "C", "C", "C", "C", "C", "H", "H", "H", "H", "H", "H", "H", "H", "H", "H", "H", "H", "H", "H"], "coordinates": [[-3.77137, 0.80388, 0.05004], [-3.08089, 1.77420, -1.11787], [-2.27907, 2.82495, -0.54209], [-4.13016, 2.17930, -2.00743], [-2.00827, 0.60881, -1.93129], [-2.51486, -0.60032, -2.36190], [-1.66487, -1.52794, -2.94042], [-0.31139, -1.23345, -3.07770], [0.16969, 0.01645, -2.69397], [-0.68092, 0.93534, -2.11166], [-0.33232, 1.90161, -1.78679], [1.21030, 0.25371, -2.84875], [0.59937, -2.19903, -3.55910], [1.66668, -2.65199, -2.83597], [2.52045, -3.36206, -3.31096], [1.56933, -2.22419, -1.40017], [2.33594, -1.19159, -0.88243], [2.07769, -0.67951, 0.38355], [1.07601, -1.26615, 1.12772], [0.36968, -2.37352, 0.65490], [0.59106, -2.84020, -0.61838], [0.01297, -3.66081, -1.01613], [-0.62281, -2.80741, 1.69282], [-0.58934, -3.87820, 1.88892], [-1.63266, -2.53842, 1.37392], [-0.17438, -1.98217, 2.91177], [0.58817, -0.84271, 2.38658], [-0.42671, 0.51839, 2.14967], [-1.19368, 0.68670, 3.34800], [-1.17446, 0.34677, 0.92539], [0.73013, 1.86273, 1.97889], [1.85706, 1.87067, 2.77967], [2.74804, 2.92582, 2.67297], [2.49488, 3.95479, 1.77757], [1.35256, 3.93802, 0.99325], [0.45472, 2.88461, 1.09115], [-0.45281, 2.85574, 0.50546], [1.15216, 4.74602, 0.30683], [3.19060, 4.77675, 1.69721], [3.63501, 2.94735, 3.28781], [2.02132, 1.05516, 3.46597], [-0.99502, -1.60124, 3.51669], [0.50363, -2.56055, 3.54595], [2.63845, 0.15936, 0.76418], [3.12031, -0.75760, -1.48403], [0.47432, -2.57688, -4.48889], [-2.03855, -2.48759, -3.26518], [-3.56343, -0.80643, -2.22219], [-3.02485, 0.52638, 0.67880], [-4.49772, 1.29644, 0.54765]], "forces_ev_per_a": [[0.48, 0.10, -0.70], [-0.54, 0.10, 0.13], [0.17, -0.21, -0.07], [-0.10, -0.21, -0.02], [-0.23, 0.28, 0.34], [-0.11, -0.11, -0.12], [0.12, 0.10, -0.04], [-0.28, 0.45, 0.09], [-0.26, -0.03, -0.20], [0.09, 0.09, 0.02], [0.14, 0.10, 0.06], [0.05, 0.03, -0.02], [-0.25, -0.14, -0.52], [-0.03, 0.03, 0.13], [0.25, -0.11, 0.00], [0.22, -0.21, 0.31], [0.01, -0.15, -0.01], [0.10, -0.08, 0.03], [0.34, -0.60, -0.89], [0.15, 0.18, 0.15], [0.24, 0.11, 0.04], [-0.10, -0.08, -0.08], [-0.07, 0.04, 0.00], [-0.04, 0.01, 0.02], [-0.04, -0.06, 0.03], [-0.40, -0.42, 0.43], [-0.24, 1.36, 0.07], [0.01, -0.07, 0.29], [0.13, 0.03, 0.24], [0.45, 0.11, 0.06], [-0.16, -0.56, 0.00], [0.14, 0.02, 0.18], [-0.06, -0.07, 0.04], [0.00, 0.01, -0.03], [-0.05, -0.05, 0.05], [-0.17, -0.02, -0.13], [-0.03, 0.03, -0.11], [-0.03, 0.07, -0.07], [0.06, 0.06, -0.02], [0.06, -0.02, 0.05], [0.12, -0.06, 0.09], [0.05, -0.20, 0.08], [-0.09, 0.08, -0.06], [0.08, 0.07, 0.03], [0.06, 0.07, -0.09], [0.12, 0.01, 0.09], [-0.03, -0.11, 0.02], [-0.13, -0.13, -0.01], [0.03, -0.07, 0.21], [-0.23, 0.24, -0.07]], "charge": 0, "spin_multiplicity": 1, "smiles": "NS(=O)(=O)c1ccc(NC(=O)c2ccc3c(c2)CCN3S(=O)(=O)c2ccccc2)cc1", "e_homo_ev": -9.01, "total_energy_ev": -58463.6312}

***

Entry 2:
{"formula": "C21H19N6O2STi", "method": "ωB97M-V/def2-TZVPD", "elements": ["Ti", "C", "C", "N", "N", "C", "N", "S", "C", "C", "C", "C", "C", "N", "H", "H", "H", "H", "H", "H", "H", "H", "H", "O", "C", "O", "C", "C", "C", "C", "C", "C", "N", "C", "C", "C", "C", "C", "C", "N", "H", "H", "H", "H", "H", "H", "H", "H", "H", "H"], "coordinates": [[0.51240, 0.01747, -1.13169], [0.10932, -3.67653, 0.71805], [0.58708, -2.35181, 0.22224], [0.38309, -1.90618, -1.01281], [-0.36670, -2.62234, -1.87721], [-0.63450, -2.03070, -3.00813], [-1.38325, -2.65233, -3.92785], [-0.11615, -0.39856, -3.39154], [1.35920, -1.46700, 1.03070], [1.76500, -1.72653, 2.35476], [2.59831, -0.84845, 2.99779], [3.04789, 0.28840, 2.30224], [2.57273, 0.53270, 1.03730], [1.71983, -0.29250, 0.40017], [-0.44985, -4.17816, -0.06791], [-0.52531, -3.54123, 1.59326], [0.95809, -4.29913, 1.00529], [-1.68739, -3.59758, -3.77117], [-1.54090, -2.20573, -4.81534], [1.42921, -2.62618, 2.84461], [2.92322, -1.02827, 4.01078], [3.75063, 0.96406, 2.75819], [2.90292, 1.40678, 0.47981], [-5.02438, -1.54205, 3.04076], [-4.73843, -0.23544, 2.95708], [-5.38882, 0.58180, 3.54155], [-3.57834, 0.15922, 2.08898], [-2.94451, 1.37021, 2.37396], [-1.92477, 1.84688, 1.57814], [-1.53611, 1.12243, 0.44250], [-2.18233, -0.09619, 0.14873], [-3.18286, -0.57535, 0.96915], [-0.51222, 1.47190, -0.40753], [0.02219, 2.66922, -0.61185], [1.18605, 2.67776, -1.41490], [1.89138, 3.83325, -1.80941], [3.00803, 3.70527, -2.59782], [3.42157, 2.43073, -3.02334], [2.70352, 1.33534, -2.60058], [1.63076, 1.43957, -1.81018], [-4.40225, -2.12200, 2.58368], [-3.27532, 1.92915, 3.23606], [-1.41711, 2.76577, 1.82954], [-1.93145, -0.62324, -0.78081], [-3.68578, -1.49593, 0.70515], [-0.42543, 3.58897, -0.24634], [1.54411, 4.79996, -1.48085], [3.57274, 4.57184, -2.89893], [4.27822, 2.31196, -3.66918], [2.97668, 0.31877, -2.89511]], "forces_ev_per_a": [[-1.35, 1.00, -1.93], [-0.01, 0.17, -0.25], [-0.94, -0.91, -2.09], [-0.24, -3.11, 1.35], [-0.35, -1.54, 0.64], [0.05, 1.01, -0.64], [0.23, -0.08, 0.32], [-0.08, -0.48, -0.24], [1.43, 1.61, 1.19], [-0.59, -0.38, -1.06], [0.47, 0.99, -0.40], [-0.22, -0.68, 0.64], [-0.12, 0.04, -0.52], [1.20, -1.39, 2.65], [0.02, 0.03, 0.08], [-0.04, -0.02, 0.07], [0.01, 0.00, 0.04], [-0.02, -0.07, -0.03], [-0.03, -0.08, 0.09], [-0.03, -0.11, 0.02], [0.02, -0.05, 0.06], [0.06, 0.15, 0.03], [-0.20, -0.09, 0.10], [-0.33, -0.44, 0.15], [0.30, 0.37, -0.20], [0.02, -0.22, 0.07], [0.08, -0.02, -0.22], [-0.14, -0.17, -0.03], [0.22, -0.20, -0.34], [-1.06, -0.39, 0.62], [0.33, 0.33, -0.22], [-0.09, 0.12, 0.41], [-0.10, 0.72, 0.26], [-0.06, 0.81, 0.07], [0.48, 0.46, -0.28], [-0.05, -0.24, 0.07], [-0.04, -0.26, -0.02], [-0.16, -0.01, 0.13], [0.63, -0.04, -0.33], [0.97, 2.17, -0.58], [0.05, 0.32, 0.02], [-0.04, 0.05, 0.06], [0.02, 0.10, 0.03], [-0.22, 0.15, 0.27], [-0.05, -0.04, -0.07], [0.03, -0.08, -0.01], [-0.04, 0.10, 0.02], [0.01, 0.17, -0.04], [0.01, -0.06, 0.02], [-0.04, 0.32, 0.05]], "charge": 1, "s_squared": 2.018, "spin_multiplicity": 3, "e_homo_ev": [-9.62, -11.46], "total_energy_ev": -69067.3811}

***

Entry 3:
{"formula": "C21H19N6O4RuS", "method": "ωB97M-V/def2-TZVPD", "elements": ["Ru", "O", "C", "C", "C", "C", "C", "C", "C", "O", "N", "O", "O", "H", "H", "H", "H", "C", "C", "C", "C", "N", "C", "C", "C", "C", "C", "C", "N", "H", "H", "H", "H", "H", "H", "H", "H", "C", "C", "C", "N", "N", "C", "N", "S", "H", "H", "H", "H", "H", "H", "H"], "coordinates": [[-0.14242, -0.22730, 0.06586], [1.89648, -0.59125, 0.24574], [2.59540, -0.32153, 1.23560], [2.13232, 0.31409, 2.43862], [3.06543, 0.56259, 3.44223], [2.64698, 1.16058, 4.61645], [1.32934, 1.51401, 4.84378], [0.38354, 1.26304, 3.85727], [0.77737, 0.67692, 2.65930], [-0.19827, 0.48622, 1.75073], [3.66162, 1.42379, 5.67516], [3.25480, 1.94168, 6.68290], [4.79338, 1.09360, 5.41320], [3.65586, -0.58407, 1.17925], [4.11052, 0.29873, 3.32947], [1.05889, 1.97507, 5.78526], [-0.65621, 1.52342, 4.00252], [-4.44032, -0.00005, 0.36749], [-4.71859, 1.10201, -0.42282], [-3.67443, 1.76675, -1.05617], [-2.38443, 1.30680, -0.88236], [-2.12554, 0.22307, -0.11650], [-3.12520, -0.41194, 0.49847], [-1.18713, 1.92180, -1.48121], [-1.19005, 3.02451, -2.31035], [0.01159, 3.49836, -2.82252], [1.20255, 2.85486, -2.50443], [1.15971, 1.76231, -1.67099], [-0.00840, 1.31757, -1.15919], [-5.22425, -0.53887, 0.88060], [-5.73615, 1.44853, -0.54560], [-3.87612, 2.63251, -1.66997], [-2.85804, -1.26492, 1.10718], [-2.11823, 3.51581, -2.56300], [0.01600, 4.36393, -3.47271], [2.15114, 3.19518, -2.89511], [2.04712, 1.21313, -1.39208], [1.25927, -2.84475, -4.44378], [0.02135, -2.16893, -3.84296], [-0.17720, -2.51600, -2.40903], [-0.25438, -1.68764, -1.42554], [-0.42734, -2.24566, -0.19901], [-0.45440, -3.56273, -0.20944], [-0.58453, -4.34700, 0.84832], [-0.31247, -4.15825, -1.84262], [1.36590, -2.54074, -5.48247], [1.16855, -3.93141, -4.43049], [2.16630, -2.56531, -3.90868], [-0.87402, -2.47292, -4.39162], [0.08825, -1.08198, -3.90981], [-0.65834, -3.96624, 1.77848], [-0.61317, -5.35139, 0.75659]], "forces_ev_per_a": [[0.03, -0.03, 0.15], [-0.09, -0.02, -0.05], [0.02, 0.07, 0.06], [-0.03, -0.02, -0.01], [0.02, 0.03, 0.08], [0.01, -0.03, -0.04], [0.02, -0.01, -0.02], [0.02, -0.02, -0.04], [0.09, 0.04, 0.15], [-0.09, -0.05, -0.18], [-0.01, 0.02, -0.04], [0.00, 0.00, 0.02], [0.02, -0.01, 0.01], [0.00, -0.01, 0.00], [0.00, 0.00, 0.00], [0.00, 0.00, 0.00], [0.00, 0.00, -0.01], [0.00, 0.00, 0.00], [0.01, 0.00, 0.00], [0.00, 0.00, 0.00], [0.00, 0.01, -0.01], [0.00, 0.02, -0.02], [0.00, -0.02, 0.01], [-0.01, 0.00, 0.00], [-0.01, -0.01, 0.00], [0.01, 0.00, 0.00], [0.00, 0.00, 0.00], [0.00, 0.00, -0.01], [0.00, 0.03, -0.03], [0.00, 0.00, 0.00], [0.00, 0.00, 0.00], [0.00, 0.00, 0.00], [0.00, 0.00, 0.00], [0.00, 0.00, 0.00], [0.00, 0.00, 0.00], [0.00, 0.00, 0.00], [0.01, 0.01, 0.00], [-0.01, -0.01, 0.01], [0.01, 0.01, 0.00], [0.02, -0.02, -0.03], [-0.03, 0.00, -0.03], [0.00, 0.01, -0.03], [0.01, 0.01, 0.02], [-0.01, 0.00, -0.01], [0.00, 0.01, 0.01], [0.00, 0.00, 0.00], [0.00, 0.00, 0.00], [0.00, 0.00, 0.00], [-0.01, 0.01, 0.01], [0.00, 0.00, 0.00], [0.01, 0.00, 0.00], [0.00, 0.00, 0.00]], "charge": 3, "spin_multiplicity": 1, "e_homo_ev": [-18.28, -18.28], "total_energy_ev": -52603.7685}

***

Entry 4:
{"formula": "C21H19N7O2ReS", "method": "ωB97M-V/def2-TZVPD", "elements": ["Re", "C", "C", "N", "N", "C", "N", "S", "C", "C", "C", "C", "C", "N", "H", "H", "H", "H", "H", "H", "H", "H", "H", "O", "C", "C", "C", "C", "C", "C", "C", "O", "N", "N", "C", "C", "C", "C", "C", "C", "N", "H", "H", "H", "H", "H", "H", "H", "H", "H", "H"], "coordinates": [[0.17721, -0.03244, 0.21404], [2.44965, -2.29376, 3.21566], [1.57443, -1.84717, 2.10340], [1.46827, -0.60513, 1.75740], [2.12364, 0.35442, 2.49752], [1.34547, 1.40300, 2.63411], [1.75732, 2.43876, 3.36015], [-0.28638, 1.50190, 1.94960], [0.64196, -2.73483, 1.37619], [0.58334, -4.10888, 1.49987], [-0.39436, -4.80926, 0.79966], [-1.28991, -4.12374, -0.00459], [-1.17971, -2.74776, -0.09989], [-0.23592, -2.07542, 0.57242], [2.17482, -1.75627, 4.12512], [2.37727, -3.36060, 3.39694], [3.48641, -2.02759, 3.00361], [2.63867, 2.38412, 3.84739], [1.17273, 3.24444, 3.50212], [1.28192, -4.63206, 2.13546], [-0.45476, -5.88559, 0.89032], [-2.06956, -4.63602, -0.54950], [-1.85231, -2.15437, -0.70660], [-2.18113, 4.54747, -1.72794], [-3.17541, 3.71107, -1.41659], [-4.47157, 4.22839, -1.48668], [-5.54942, 3.43480, -1.18037], [-5.38335, 2.09619, -0.78888], [-4.12110, 1.57727, -0.71177], [-2.98767, 2.36649, -1.02329], [-1.68106, 1.78852, -0.92291], [-1.56427, 0.51510, -0.51485], [-0.57912, 2.44657, -1.21908], [0.48304, 1.61543, -1.02345], [1.56280, 1.70551, -1.71344], [2.38120, 0.50216, -1.72582], [3.57156, 0.41326, -2.42172], [4.19781, -0.81972, -2.52739], [3.60445, -1.92597, -1.94314], [2.41961, -1.76828, -1.24795], [1.80551, -0.58296, -1.12740], [-1.32662, 4.09039, -1.69074], [-4.59426, 5.25881, -1.78908], [-6.54510, 3.85406, -1.24189], [-6.24399, 1.48784, -0.55238], [-3.96962, 0.55117, -0.40915], [1.74688, 2.55134, -2.36600], [3.99084, 1.29762, -2.88136], [5.12935, -0.91434, -3.06871], [4.04706, -2.90847, -2.02193], [1.94335, -2.61551, -0.77650]], "forces_ev_per_a": [[0.21, 0.47, -0.11], [0.01, 0.04, -0.01], [-0.09, -0.03, 0.00], [0.21, -0.34, 0.05], [-0.28, 0.07, -0.15], [0.23, 0.01, 0.12], [-0.02, -0.04, -0.02], [-0.06, -0.14, 0.06], [0.01, 0.02, -0.02], [0.01, 0.07, 0.02], [-0.03, -0.02, -0.03], [0.00, 0.03, 0.02], [0.02, -0.06, 0.04], [-0.06, 0.02, 0.18], [-0.01, 0.00, 0.00], [0.01, 0.00, 0.00], [0.00, 0.00, 0.00], [-0.01, 0.00, 0.00], [0.00, 0.00, -0.01], [0.00, 0.00, 0.00], [0.00, 0.00, 0.00], [0.01, -0.01, 0.00], [0.00, -0.01, -0.01], [-0.09, -0.02, -0.02], [0.04, 0.10, -0.03], [0.02, -0.04, 0.01], [-0.02, -0.03, 0.02], [0.04, 0.04, -0.01], [0.05, 0.02, -0.03], [-0.09, -0.04, 0.00], [-0.01, -0.14, 0.12], [-0.28, 0.00, -0.18], [0.14, 0.01, -0.02], [-0.14, -0.05, 0.05], [0.06, 0.00, -0.04], [-0.07, 0.03, -0.01], [0.00, -0.02, 0.05], [0.04, 0.02, -0.02], [-0.04, -0.03, 0.04], [0.04, 0.05, 0.05], [0.11, 0.08, -0.13], [0.09, -0.02, 0.03], [0.02, 0.00, 0.00], [0.00, -0.01, 0.00], [0.00, 0.00, 0.01], [0.00, -0.01, 0.00], [-0.01, -0.02, -0.02], [-0.01, 0.01, 0.00], [0.00, -0.01, 0.00], [-0.01, 0.00, 0.00], [-0.02, -0.01, -0.02]], "charge": 2, "s_squared": 3.789, "spin_multiplicity": 4, "e_homo_ev": [-13.29, -13.27], "total_energy_ev": -49562.5814}

***

> Among the records above, which one has the lowest charge?

C21H19N3O5S2

***

> What is the formula in the third record?

C21H19N6O4RuS

***

> What is the charge in the first record?

0

***

> The lowest charge belongs to which entry?

C21H19N3O5S2